1.
DFT (ωB97M-V with the def2-TZVPD basis set) results for 3 unconnected molecules or ions with the total composition C5H8O2 at a distorted geometry.

ΔE to the lowest compared entry with this formula, charge and spin   4.244 eV

Structure (ORCA input):
```
! RIJCOSX wB97M-V def2-TZVPD def2/J DEFGRID3
* xyz 0 1
C 1.504 0.005 0.598
C 0.567 -0.729 -0.378
O 0.801 -0.855 -1.771
C -0.887 -0.732 -0.145
C -1.556 -0.227 0.884
C -0.891 2.139 -0.878
O -1.741 2.890 -0.833
H 2.552 -0.265 0.417
H 1.423 1.101 0.576
H 1.256 -0.302 1.626
H 1.613 0.234 -1.871
H -1.420 -1.242 -0.953
H 0.450 -1.841 0.024
H -2.608 -0.456 0.994
H -1.064 0.281 1.710
*
```


2.
DFT (ωB97M-V with the def2-TZVPD basis set) results for 8 unconnected molecules or ions with the total composition C19H54N4O8 at a distorted geometry.

ΔE to the lowest compared entry with this formula, charge and spin   0.000 eV
SMILES   NC(N)=O.NC(N)=O.CC(C)O.CC(C)O.CC(C)O.CC(C)O.CC(C)O.CCO

Structure (ORCA input):
```
! RIJCOSX wB97M-V def2-TZVPD def2/J DEFGRID3
* xyz 0 1
N -3.945 1.717 2.371
C -4.212 2.974 1.918
N -3.315 3.429 0.990
O -5.156 3.653 2.313
H -3.193 1.185 1.960
H -4.502 1.297 3.089
H -2.565 2.841 0.663
H -3.398 4.320 0.541
N -0.307 -0.387 -0.711
C -0.720 0.758 -0.116
N 0.013 1.864 -0.470
O -1.588 0.806 0.756
H 0.303 -0.358 -1.511
H -0.846 -1.218 -0.551
H 0.558 1.814 -1.318
H -0.211 2.785 -0.144
C -2.277 -0.660 5.979
C -2.293 -1.016 4.522
C -1.011 -0.594 3.815
O -2.503 -2.436 4.456
H -3.174 -1.041 6.472
H -2.349 0.425 6.127
H -1.389 -0.988 6.514
H -3.121 -0.547 3.977
H -0.116 -1.080 4.217
H -0.888 0.481 3.967
H -1.002 -0.836 2.751
H -2.768 -2.688 3.563
C 0.482 -3.664 -2.971
C -0.123 -2.663 -3.956
C -1.626 -2.735 -4.017
O 0.209 -1.322 -3.595
H -0.093 -3.649 -2.039
H 1.521 -3.450 -2.718
H 0.420 -4.673 -3.382
H 0.287 -2.891 -4.946
H -1.956 -2.051 -4.804
H -2.094 -2.406 -3.090
H -1.991 -3.731 -4.263
H 1.058 -1.055 -3.956
C 3.741 3.248 -2.959
C 2.253 2.953 -3.043
C 1.587 3.524 -4.257
O 2.008 1.543 -2.885
H 4.000 4.251 -2.621
H 4.243 3.062 -3.915
H 4.206 2.592 -2.217
H 1.820 3.411 -2.144
H 0.511 3.358 -4.328
H 2.013 3.083 -5.168
H 1.727 4.605 -4.321
H 2.613 1.082 -3.475
C -4.501 -2.182 0.760
C -3.749 -3.470 0.585
C -2.335 -3.230 0.051
O -3.600 -4.040 1.933
H -4.576 -1.622 -0.176
H -3.947 -1.529 1.439
H -5.509 -2.338 1.138
H -4.245 -4.232 -0.021
H -1.752 -4.140 -0.100
H -1.830 -2.630 0.813
H -2.401 -2.720 -0.912
H -3.013 -4.789 1.783
C 4.768 -2.350 0.926
C 3.766 -2.534 -0.214
C 3.065 -1.272 -0.675
O 4.375 -3.178 -1.355
H 5.691 -2.888 0.732
H 4.315 -2.701 1.856
H 4.995 -1.300 1.138
H 3.033 -3.284 0.089
H 2.221 -1.548 -1.312
H 3.772 -0.670 -1.252
H 2.600 -0.668 0.106
H 5.112 -2.634 -1.649
C 3.327 4.614 2.066
C 2.070 4.615 1.245
O 2.158 5.515 0.126
H 4.193 4.185 1.555
H 3.214 3.891 2.887
H 3.519 5.569 2.548
H 1.259 4.961 1.898
H 1.798 3.629 0.861
H 1.365 6.050 0.059
*
```


3.
DFT (ωB97M-V with the def2-TZVPD basis set) results for a molecular structure, C15H4Cl5I2NOPb at a distorted geometry.

ΔE to the lowest compared entry with this formula, charge and spin   0.500 eV

Structure (ORCA input):
```
! RIJCOSX wB97M-V def2-TZVPD def2/J DEFGRID3
* xyz 2 1
Pb 1.503 -1.430 -1.626
Cl 4.319 -0.851 -0.711
C 3.465 -1.013 0.770
C 2.084 -1.176 0.686
C 1.369 -1.156 1.881
Cl -0.332 -1.228 1.862
C 2.014 -1.070 3.136
Cl 1.110 -1.039 4.574
C 3.417 -1.025 3.188
Cl 4.221 -0.989 4.689
C 4.160 -0.981 1.990
Cl 5.858 -0.907 2.029
I 1.193 3.961 -1.303
C -0.433 2.664 -1.332
C -1.742 3.108 -1.287
C -2.806 2.218 -1.299
I -4.747 3.005 -1.291
C -2.571 0.803 -1.315
C -3.583 -0.172 -1.283
C -3.243 -1.509 -1.277
C -1.896 -1.863 -1.312
N -0.927 -0.967 -1.372
C -1.235 0.341 -1.369
C -0.113 1.268 -1.425
O 1.071 0.885 -1.546
H -1.933 4.171 -1.248
H -4.619 0.127 -1.260
H -4.004 -2.273 -1.252
H -1.602 -2.902 -1.296
*
```


What is the ΔE to the lowest compared entry with this formula, charge and spin in the second record?
0.000 eV


What is the ΔE to the lowest compared entry with this formula, charge and spin in the third record?
0.500 eV